No. 1
Formula: C49H52AsCoN3O3
Source: OMol25
Level of theory: ωB97M-V/def2-TZVPD

Last column: Mulliken spin population.
Element x y z (Å)
H1 4.54836 -2.27744 1.03037  0.00
H2 -6.34101 -2.83943 2.79011  0.00
C1 5.01914 0.33539 -0.10838  -0.01
C2 3.49852 -2.07288 0.79894  0.00
H3 1.95133 4.00180 -3.89556  0.00
H4 3.99023 5.00581 -1.80652  0.00
C3 -1.15324 2.85160 -4.93172  0.00
H5 -3.22582 -2.92605 -1.58644  0.00
H6 2.30186 5.52833 -1.85521  0.00
C4 0.28080 -3.27515 2.72018  0.00
C5 2.86471 1.37467 -0.33727  0.04
C6 2.55779 3.36946 -1.90967  0.00
Co1 -0.04887 0.27568 -0.53585  2.77
H7 -1.41559 2.73916 -5.98825  0.00
C7 2.59766 3.25008 -3.43498  0.00
H8 2.30938 -6.53036 3.02986  0.00
H9 -2.74743 5.20449 0.74582  0.00
C8 -5.27768 -2.63139 2.75459  0.00
C9 -2.11290 -1.26610 -5.71693  0.01
N1 -1.58901 0.33273 -1.82846  0.08
C10 -4.83031 -1.39346 2.30512  0.00
C11 2.98089 4.76978 -1.45339  0.00
H10 3.24285 0.69187 2.90467  0.00
C12 0.29315 0.76265 3.42798  -0.01
C13 3.54632 -0.32055 2.62705  0.00
N2 -1.06473 1.87078 0.17578  0.01
H11 4.63554 -0.38234 2.71474  0.00
C14 1.87267 -4.62372 3.90530  0.00
C15 1.14713 -3.44586 3.79417  0.00
H12 -2.27256 -1.66695 -6.71057  0.00
H13 2.89742 -2.80803 1.33804  0.00
C16 -2.56334 -2.10926 2.64524  0.00
H14 5.18876 2.93733 -2.24986  0.00
H15 6.62583 1.21646 -1.22350  0.00
H16 -1.14331 3.92205 -4.70504  0.00
C17 1.73486 -5.61603 2.94481  0.00
C18 -1.58446 -1.61279 -3.37512  -0.03
H17 -0.14146 2.46350 -4.79363  0.00
C19 0.23865 -2.42278 -1.82986  -0.02
O1 -0.51597 -0.98541 0.98010  0.04
C20 -0.35367 -0.75112 5.20275  0.00
H18 -3.11967 -0.17269 1.87970  0.00
H19 -3.63396 3.71700 -4.11578  0.00
H20 -1.88619 2.37119 -3.00404  0.00
H21 -3.88370 2.44039 -5.31048  0.00
C21 5.57043 1.25455 -0.98358  0.01
H22 -0.53709 -4.12933 0.92048  0.00
As1 -0.71637 -1.67371 2.48064  0.01
H23 1.15897 2.62463 4.03551  0.00
H24 2.55628 -4.75844 4.73396  0.00
H25 0.37151 -1.43891 -1.38866  -0.06
H26 -0.03201 -0.03595 7.19526  0.00
H27 2.02142 -0.57078 1.16461  0.04
H28 2.26158 2.26316 -3.76524  0.00
C22 -0.35818 2.84159 0.71632  0.00
C23 -2.68027 0.98700 -1.33336  0.01
H29 -3.93748 3.37617 -0.50619  0.00
C24 1.13774 2.53581 0.77223  0.02
H30 -2.29712 -4.11149 3.39296  0.00
H31 -2.48839 0.75665 -6.29424  0.00
C25 -1.77486 -2.10125 -4.66668  -0.01
C26 -2.23980 0.08958 -5.47491  -0.01
C27 -2.26185 4.25053 0.57657  -0.01
H32 -0.77918 -1.69355 5.52888  0.00
N3 1.46787 1.48276 -0.01911  0.01
C28 0.05958 0.18365 6.13882  0.00
O2 -3.84608 0.91793 -1.69047  0.02
H33 -5.53951 -0.63992 1.98689  0.00
C29 0.71470 1.69341 4.36819  0.00
H34 -4.72250 -4.56902 3.49227  0.00
C30 -2.27507 2.04936 -0.31121  0.02
H35 2.97775 4.83969 -0.36339  0.00
C31 0.13342 -4.27212 1.75717  0.00
H36 3.11040 -1.02281 3.34595  0.00
C32 3.10686 -0.64443 1.19551  -0.01
C33 -1.20823 -2.62079 -2.30104  0.00
H37 -1.65826 -3.16582 -4.84206  0.00
C34 -3.00375 -3.34882 3.09236  0.00
H38 -2.31208 -1.78016 -0.60590  0.00
H39 5.65191 -0.43014 0.33039  0.00
H40 1.27992 -2.66028 4.52662  0.00
C35 -1.74742 -0.24024 -3.13486  0.02
C36 -4.36973 -3.60509 3.14837  0.00
H41 -0.34020 4.86554 1.40193  0.00
O3 1.87128 3.27157 1.42392  0.02
C37 -3.47187 -1.12784 2.25128  0.00
C38 0.86714 -5.44199 1.87072  0.00
H42 0.93679 -2.48054 -2.66622  0.00
H43 0.76719 -6.21537 1.12115  0.00
H44 1.52584 3.21788 -1.60102  0.00
H45 0.53285 -3.14275 -1.06325  0.00
C39 3.66609 0.37858 0.22480  -0.01
H46 3.35675 -2.23732 -0.27263  0.00
C40 -0.22853 -0.45086 3.84835  0.01
H47 0.93278 2.11847 6.45897  0.00
C41 -2.24043 -2.70653 -1.17075  0.00
H48 3.61148 3.40195 -3.81689  0.00
C42 0.59668 1.39993 5.72095  0.00
C43 -2.05070 0.61994 -4.20317  0.01
H49 -1.98554 -3.50662 -0.47114  0.00
C44 3.40558 2.29413 -1.25036  0.00
H50 -1.21134 -3.59167 -2.80038  0.00
C45 -2.94328 3.24215 -0.10135  0.01
C46 -3.58169 2.63572 -4.27657  0.00
H51 0.39796 0.95055 2.37433  0.02
H52 -4.29527 2.14524 -3.61309  0.00
C47 -0.93526 4.07422 0.96510  0.00
C48 -2.15803 2.12711 -4.02912  0.00
C49 4.75965 2.22267 -1.55349  -0.01

Forces on atoms 1 to 6 (eV/Å):
-0.060 0.026 -0.035
0.068 0.011 0.000
-0.026 -0.024 0.013
0.027 0.012 -0.015
0.021 -0.023 0.021
-0.064 -0.023 0.016

Computed properties:
HOMO-LUMO gap (spin up / spin down) (eV): 7.86 / 7.95
Lowest unoccupied orbital energy (spin up / spin down) (Ha): 0.0041 / 0.0027
Multiplicity: 4
HOMO (spin up / spin down) (eV): -7.75 / -7.88

=====

No. 2
Formula: C49H52BrCaCl3GeIN3O7S
Source: OMol25
Level of theory: ωB97M-V/def2-TZVPD

Last column: Mulliken spin population.
Element x y z (Å)
C1 -3.13930 2.20339 2.55297  0.00
N1 -0.49396 5.45119 8.85043  0.00
C2 -0.99827 1.88556 3.29545  -0.01
H1 -6.33271 -0.00458 -4.21583  0.00
O1 -2.80847 0.21092 -0.78641  0.00
H2 -4.88122 -0.86124 -4.74205  0.00
H3 -1.42739 -2.80895 -6.89649  0.00
H4 -2.34479 3.48233 6.81196  0.00
H5 0.80408 -0.76305 -3.24395  0.00
H6 3.76308 0.47114 -4.14204  0.00
H7 0.76018 -2.55570 -4.61022  0.00
C3 -0.39430 -0.16407 -6.81278  0.00
C4 -4.49796 0.83514 -3.30839  0.00
H8 4.91285 1.74407 -4.25161  0.00
Br1 -0.97857 -6.97829 -0.87259  0.00
C5 2.97705 -0.10406 0.99296  0.00
H9 0.36401 0.59120 -6.53821  0.00
C6 -0.31372 6.51156 8.04202  0.00
C7 -1.72415 4.35156 7.08718  0.00
O2 0.73316 -0.68456 1.49443  0.01
C8 -1.57668 5.43980 6.25211  0.00
H10 2.92929 1.05576 4.19346  0.00
H11 -1.30435 3.55444 9.01701  0.00
C9 -1.67019 -2.18404 -5.99356  0.00
C10 -5.05513 1.24038 -1.98763  0.00
H12 0.25782 7.32480 8.45827  0.00
H13 1.84068 1.07968 -2.55229  0.00
H14 2.85025 -2.66901 -0.67331  0.00
H15 6.36362 0.37252 -3.23202  0.00
H16 0.95094 -2.57934 -6.35325  0.00
C11 -0.77389 6.51068 6.73698  0.00
H17 -5.59160 2.35663 -4.40946  0.00
C12 1.58650 -0.23642 0.63364  0.00
C13 0.75259 -1.93482 -5.48791  0.00
H18 5.17647 0.88149 2.13414  0.00
H19 4.40648 3.13043 -1.78374  0.00
H20 5.45138 -0.94746 -2.76759  0.00
C14 -3.27599 3.37146 3.30312  0.00
Cl1 -5.60555 -3.04172 2.53822  0.00
Ca1 -1.50226 -0.91081 1.20239  -0.02
C15 -0.61494 -3.33548 2.98499  0.15
C16 3.85537 0.17989 -0.01628  0.00
O3 -1.17261 -1.09806 3.54181  0.20
H21 1.80589 -6.87965 -0.61818  0.00
C17 1.55848 -5.83543 -0.76216  0.00
H22 -1.77726 -2.86498 -5.15693  0.00
H23 5.46169 2.25282 -0.63635  0.00
C18 -0.14907 -4.18245 -1.02137  0.01
H24 -2.89110 0.09781 -5.24386  0.00
I1 -2.09889 -3.50962 -1.26812  0.00
C19 -0.22400 -4.57488 3.76745  -0.08
H25 3.54727 -5.05285 -0.40217  0.00
C20 -0.99171 -0.55283 -4.35602  0.00
C21 -5.34076 -0.35340 -3.88918  0.00
H26 6.10546 2.59881 -2.24636  0.00
C22 0.25286 -4.05292 5.17920  -0.01
N2 -0.20830 0.12514 -0.89141  0.00
H27 -5.99658 1.83842 -2.16487  0.00
C23 3.46912 0.56315 -1.30312  0.00
H28 -0.67098 7.34470 6.08212  0.00
H29 4.93751 0.22678 0.20665  0.00
C24 5.72660 0.06986 -2.43738  0.00
H30 5.38439 -0.79988 2.15800  0.00
H31 -5.32244 0.38025 -1.42265  0.00
S1 -2.36826 5.55536 4.65340  0.00
O4 -0.93100 -3.18329 1.80731  0.18
H32 -3.99196 1.78315 2.03776  0.00
C25 -2.35511 0.01197 -4.27931  0.00
H33 -4.22635 3.85014 3.35514  0.00
H34 -4.45826 1.89552 -1.35367  0.00
N3 -2.01436 1.49326 2.51193  0.00
H35 1.51113 -1.21132 -5.37175  0.00
H36 3.20447 -1.52667 4.11053  0.00
H37 -3.95555 2.82234 -3.82846  0.00
O5 -0.04673 -1.78053 6.14862  0.15
H38 3.35362 -2.43478 2.54443  0.00
H39 5.15961 0.03635 3.68931  0.00
Cl2 -5.25666 -2.26231 -0.73981  0.00
C26 4.86431 0.02593 2.64870  0.00
C27 -2.31731 0.19332 -1.88692  0.00
H40 1.84358 -1.54699 3.06067  0.00
H41 -0.17837 3.40766 4.59207  0.00
C28 4.56482 1.08793 -2.21330  0.00
C29 4.05962 1.36595 -3.63693  0.00
H42 0.51261 -2.16147 -1.02008  0.01
C30 -1.16815 4.39609 8.33937  0.00
C31 -0.13913 -2.57723 5.26430  -0.06
C32 5.19865 2.33063 -1.69141  0.00
C33 2.13736 0.67392 -1.60461  0.00
C34 -4.54187 2.01053 -4.32098  0.00
C35 2.12875 -3.48193 -0.73086  0.00
H43 -0.12308 -0.61646 -7.77143  0.00
H44 -1.34728 0.32578 -6.97611  0.00
H45 3.22247 2.07227 -3.74924  0.00
H46 -5.51723 -1.07337 -3.11647  0.00
C36 2.52063 -4.82852 -0.67276  0.00
Cl3 -6.34383 0.06207 1.45378  0.00
H47 6.34732 -0.13926 -1.55913  0.00
C37 -3.00935 0.35559 -3.18305  0.00
H48 2.74827 1.96086 2.69703  0.00
C38 -0.69956 -2.19842 3.93574  0.28
O6 -0.32822 -5.72318 3.43391  0.13
C39 0.24570 -5.50763 -0.94478  0.00
O7 0.98987 -4.60537 5.90301  0.08
H49 -4.19126 1.66721 -5.27333  0.00
H50 -2.67099 -1.79252 -6.19847  0.00
H51 -0.14560 1.23109 3.31529  0.00
C40 -0.22934 -0.45484 -3.28846  0.00
C41 2.63448 0.96938 3.15911  0.01
C42 1.16220 0.14365 -0.66888  0.00
Ge1 -4.66462 -1.42185 1.35222  0.00
C43 2.90457 -1.49502 3.07487  -0.04
H52 1.55911 0.69420 3.16035  0.01
C44 -2.18308 3.86944 4.03778  0.00
C45 -1.03374 3.10373 4.01604  0.00
C46 -0.81951 -0.03729 -2.00612  0.00
C47 -0.59033 -1.20137 -5.69979  0.00
C48 3.33108 -0.17825 2.43414  0.01
C49 0.80590 -3.16863 -0.96992  -0.01

Forces on atoms 1 to 6 (eV/Å):
-0.005 0.348 0.525
-0.286 -0.280 -0.562
-0.908 1.265 -0.061
0.249 0.107 0.098
-0.678 -0.022 1.156
0.135 0.208 0.078

Computed properties:
HOMO-LUMO gap (spin up / spin down) (eV): 5.96 / 5.59
Lowest unoccupied orbital energy (spin up / spin down) (Ha): 0.0172 / 0.0038
Multiplicity: 2
HOMO (spin up / spin down) (eV): -5.49 / -5.49
Charge: -1

=====

Short version: maximum force = 0.487; 2.965 eV/A, in the order given.
Short version: relative energy (zero: lowest compared OMol25 entry of this formula, charge and spin) = 0.0; 0.0 kJ/mol, in the order given.